Formula: C16H60N10O14
Source: the Open Molecules 2025 dataset
Level of theory: ωB97M-V/def2-TZVPD

Each atom is followed by the atoms it is bonded to, with distances in Å.
Atoms and positions in Å:
1 C -0.95446 -0.92334 3.76337  C2 1.494, H4 1.110, H5 1.041, H6 1.110
2 C -1.03566 -1.77780 4.98585  C1 1.494, O3 1.384, H7 1.068, H8 1.107
3 O -0.86317 -0.98517 6.10731  C2 1.384, H9 1.004
4 H -1.75248 -0.15212 3.72646  C1 1.110
5 H -1.01707 -1.52779 2.91868  C1 1.041
6 H 0.02010 -0.41305 3.61217  C1 1.110
7 H -0.26759 -2.51951 5.00584  C2 1.068
8 H -2.03199 -2.25244 5.07556  C2 1.107
9 H -0.67511 -1.49745 6.95045  O3 1.004
10 C 0.01412 0.84047 -5.52279  C11 1.528, H13 1.046, H14 1.082, H15 1.013
11 C -0.04950 0.05167 -4.21610  C10 1.528, O12 1.466, H16 1.141, H17 1.100
12 O 1.32568 0.02236 -3.71008  C11 1.466, H18 0.959
13 H 0.61880 0.51547 -6.31149  C10 1.046
14 H 0.18357 1.89459 -5.34915  C10 1.082
15 H -0.91153 0.93953 -5.92224  C10 1.013
16 H -0.38803 -1.02878 -4.35471  C11 1.141
17 H -0.69343 0.61495 -3.52434  C11 1.100
18 H 1.45011 -0.80796 -3.24735  O12 0.959
19 C 2.25223 2.69395 1.78883  O20 1.391, N21 1.280, N22 1.327
20 O 1.89119 3.19133 0.54102  C19 1.391
21 N 2.87842 3.43235 2.62619  C19 1.280, H23 1.033, H24 1.011
22 N 1.83450 1.52727 2.26450  C19 1.327, H25 1.037, H26 1.047
23 H 3.01987 4.40120 2.29693  N21 1.033
24 H 3.11557 3.32431 3.60335  N21 1.011
25 H 1.30314 0.93823 1.59648  N22 1.037
26 H 2.09310 1.12770 3.19755  N22 1.047
27 C 1.85622 -3.67130 -2.35099  O28 1.368, N29 1.294, N30 1.290
28 O 1.52562 -2.37214 -2.62156  C27 1.368
29 N 2.01784 -4.08543 -1.13527  C27 1.294, H31 1.035, H32 1.049
30 N 2.15607 -4.48317 -3.30737  C27 1.290, H33 1.073, H34 1.051
31 H 1.72526 -3.41701 -0.40141  N29 1.035
32 H 2.13861 -5.10565 -0.92090  N29 1.049
33 H 2.15340 -4.13927 -4.32351  N30 1.073
34 H 2.87893 -5.23397 -3.17126  N30 1.051
35 C 4.58830 -1.73926 -1.03602  O36 1.422, N37 1.333, N38 1.313
36 O 5.82167 -1.03470 -1.10943  C35 1.422
37 N 4.52800 -3.06848 -0.94992  C35 1.333, H39 1.052, H40 1.069
38 N 3.49686 -1.01766 -1.14122  C35 1.313, H41 1.082, H42 1.015
39 H 5.37955 -3.67651 -1.05951  N37 1.052
40 H 3.61959 -3.62292 -1.05124  N37 1.069
41 H 3.63244 0.05290 -1.22496  N38 1.082
42 H 2.53047 -1.28562 -1.29977  N38 1.015
43 C -3.69895 -1.68348 1.61985  O44 1.360, N45 1.277, N46 1.283
44 O -3.54258 -0.36053 1.34405  C43 1.360
45 N -4.78183 -2.08222 2.16692  C43 1.277, H47 1.018, H48 1.071
46 N -2.92314 -2.62178 1.21401  C43 1.283, H49 0.995, H50 1.016
47 H -5.38288 -1.36590 2.56877  N45 1.018
48 H -4.91446 -3.09408 2.49090  N45 1.071
49 H -2.16904 -2.38315 0.60971  N46 0.995
50 H -3.21138 -3.59086 1.31761  N46 1.016
51 C -3.63353 1.84468 -1.35936  O52 1.354, N53 1.329, N54 1.313
52 O -4.11954 2.61560 -2.36030  C51 1.354
53 N -4.27087 0.74529 -0.97139  C51 1.329, H55 1.063, H56 1.013
54 N -2.50579 2.13234 -0.75240  C51 1.313, H57 1.058, H58 0.997
55 H -5.20262 0.51148 -1.42726  N53 1.063
56 H -3.86044 0.15297 -0.25915  N53 1.013
57 H -1.85368 2.80505 -1.24347  N54 1.058
58 H -2.04537 1.50417 -0.12924  N54 0.997
59 C 2.30301 -2.14336 2.12470  O60 1.397, H61 1.103, H62 1.028, H63 1.117
60 O 1.53723 -2.71281 1.10382  C59 1.397, H64 0.952
61 H 3.07393 -2.84715 2.48000  C59 1.103
62 H 1.79075 -1.79455 2.94512  C59 1.028
63 H 2.89952 -1.33884 1.62905  C59 1.117
64 H 0.87738 -3.20930 1.57787  O60 0.952
65 C 0.26039 0.07728 -0.48892  O66 1.462, H67 1.093, H68 1.006, H69 1.034
66 O -0.47418 0.30626 0.75451  C65 1.462, H70 0.952
67 H 1.16494 0.68151 -0.59649  C65 1.093
68 H -0.22608 0.34262 -1.32896  C65 1.006
69 H 0.62173 -0.88875 -0.56876  C65 1.034
70 H -1.24621 -0.24992 0.73132  O66 0.952
71 C -3.37900 2.12048 3.21485  O72 1.393, H73 1.131, H74 1.087, H75 1.084
72 O -4.20561 3.11968 2.70622  C71 1.393, H76 0.991
73 H -2.60263 2.54090 3.92185  C71 1.131
74 H -2.79765 1.64344 2.43065  C71 1.087
75 H -4.02558 1.36926 3.65477  C71 1.084
76 H -4.68335 2.73370 1.92910  O72 0.991
77 C -1.89965 -2.37343 -1.85947  O78 1.398, H79 1.103, H80 1.084, H81 1.090
78 O -1.11221 -2.74352 -0.76521  C77 1.398, H82 0.919
79 H -2.77199 -3.03334 -1.99770  C77 1.103
80 H -1.37721 -2.25214 -2.80150  C77 1.084
81 H -2.17215 -1.36745 -1.54156  C77 1.090
82 H -0.71014 -3.55250 -0.93270  O78 0.919
83 C -0.79932 3.70931 2.21055  O84 1.385, H85 1.072, H86 1.039, H87 1.106
84 O -0.27294 3.01807 3.28894  C83 1.385, H88 0.961
85 H -0.11729 4.48487 1.92279  C83 1.072
86 H -1.71993 4.10440 2.48584  C83 1.039
87 H -1.05912 3.02818 1.37844  C83 1.106
88 H 0.48279 2.52664 2.95610  O84 0.961
89 C 0.01369 3.40976 -2.48549  O90 1.393, H91 1.058, H92 1.149, H93 1.102
90 O -1.33300 3.75978 -2.54092  C89 1.393, H94 0.935
91 H 0.10697 2.35743 -2.43339  C89 1.058
92 H 0.42697 3.87828 -1.52123  C89 1.149
93 H 0.51123 3.78983 -3.39281  C89 1.102
94 H -1.71793 3.49691 -3.35168  O90 0.935
95 C 3.63618 2.66359 -2.44368  O96 1.436, H97 1.060, H98 1.101, H99 1.006
96 O 3.34709 1.76104 -1.36493  C95 1.436, H100 0.945
97 H 4.29413 2.15034 -3.09696  C95 1.060
98 H 4.17778 3.56665 -2.12102  C95 1.101
99 H 2.74687 2.81369 -2.88866  C95 1.006
100 H 3.13749 2.19379 -0.55164  O96 0.945

The value obtained for the energy above the lowest of the compared OMol25 structures with the same formula, charge and spin is 161.38 kcal per mole. As for the calculated total energy: -61126.76482 eV. As for the lowest unoccupied orbital energy: -0.8 eV.